1.
68
Properties=species:S:1:pos:R:3 method="wB97M-V/def2-TZVPD" total_charge=0 lumo_ev="-0.8 / -0.8" spin_multiplicity=2 e_homo_ha="-0.2736 / -0.2741" s_squared=0.75
C 0.850 -3.435 0.552
P -0.919 -3.425 1.170
O -0.841 -2.636 2.673
C -1.972 -2.380 -0.036
P -1.628 -3.031 -1.765
N -1.448 -4.762 -1.502
O -0.115 -2.497 -2.309
C -3.452 -2.587 0.441
C -4.461 -1.530 -0.102
C -5.779 -1.709 0.757
C -4.899 -1.878 -1.566
N -4.039 -0.118 0.071
O -4.104 0.127 1.356
C -2.653 0.156 -0.365
C -2.469 0.342 -1.916
C -2.242 1.532 0.279
C -1.597 -0.869 0.149
H 1.427 -4.097 1.225
H 1.349 -2.440 0.592
H 0.881 -3.889 -0.451
H -0.268 -1.868 2.561
H -2.247 -5.061 -0.946
H -1.515 -5.268 -2.377
H 0.379 -2.013 -1.634
H -3.794 -3.576 0.071
H -3.473 -2.668 1.546
H -6.347 -2.536 0.286
H -6.381 -0.789 0.755
H -5.520 -2.035 1.778
H -5.640 -1.115 -1.879
H -5.425 -2.850 -1.590
H -4.063 -1.890 -2.280
H -2.298 1.419 -2.118
H -3.339 0.056 -2.524
H -1.536 -0.154 -2.241
H -1.473 2.049 -0.313
H -1.907 1.408 1.323
H -3.119 2.209 0.326
H -1.424 -0.638 1.220
H -0.632 -0.684 -0.357
C 2.726 4.810 -2.618
C 2.929 3.608 -3.287
C 2.514 2.415 -2.714
C 1.892 2.442 -1.473
C 1.689 3.636 -0.794
C 2.111 4.823 -1.372
N 1.432 1.193 -0.875
O 1.638 0.159 -1.483
O 0.865 1.249 0.194
H 3.047 5.740 -3.071
H 3.409 3.602 -4.257
H 2.675 1.484 -3.239
H 1.210 3.656 0.175
H 1.958 5.760 -0.853
C 5.510 -0.253 2.942
C 4.256 0.152 3.383
C 3.779 1.413 3.056
C 4.567 2.256 2.284
C 5.824 1.864 1.844
C 6.294 0.603 2.178
N 4.057 3.575 1.917
O 2.961 3.892 2.334
O 4.751 4.275 1.213
H 5.878 -1.240 3.194
H 3.649 -0.516 3.979
H 2.802 1.723 3.401
H 6.437 2.524 1.247
H 7.271 0.285 1.839

2.
51
Properties=species:S:1:pos:R:3 method="wB97M-V/def2-TZVPD" total_charge=0 lumo_ev="0.5 / 0.5" spin_multiplicity=6 e_homo_ha="-0.2919 / -0.3082" s_squared=8.75
Mn 0.566 1.521 -0.342
Br 0.429 2.717 -2.526
Br 2.315 2.089 1.410
C -0.258 4.590 0.873
O -0.627 3.267 0.513
C -1.870 2.972 1.100
C -2.225 1.577 0.599
N -1.127 0.542 0.686
C -0.794 0.329 2.129
C -1.977 -0.353 2.824
O -2.492 -1.452 2.057
C -3.631 -1.922 2.794
H 0.816 4.709 0.727
H -0.252 4.861 1.929
H -0.744 5.355 0.267
H -2.587 3.787 0.990
H -1.670 2.962 2.171
H -2.520 1.705 -0.443
H -3.193 1.296 1.014
H -1.695 -0.254 0.435
H -0.423 1.228 2.620
H 0.070 -0.336 2.142
H -2.762 0.367 3.055
H -1.628 -0.778 3.765
H -4.460 -1.242 2.597
H -3.464 -1.987 3.869
H -3.789 -2.963 2.511
C 4.623 -2.814 -0.357
O 4.199 -1.527 -0.715
C 3.601 -1.548 -2.023
C 2.518 -0.419 -2.023
N 1.723 -0.316 -0.808
C 0.855 -1.509 -0.679
C -0.179 -1.734 -1.804
O -1.066 -0.564 -1.925
C -1.610 -0.466 -3.243
H 3.858 -3.580 -0.229
H 5.207 -2.819 0.563
H 5.253 -3.338 -1.076
H 3.150 -2.479 -2.366
H 4.440 -1.381 -2.698
H 1.916 -0.326 -2.927
H 3.217 0.418 -2.013
H 2.437 -0.460 -0.108
H 0.327 -1.461 0.273
H 1.363 -2.472 -0.619
H -0.792 -2.605 -1.575
H 0.398 -1.929 -2.708
H -0.936 0.005 -3.958
H -2.509 0.130 -3.086
H -2.002 -1.390 -3.667

3.
107
Properties=species:S:1:pos:R:3 method="wB97M-V/def2-TZVPD" total_charge=0 lumo_ev=0.2 e_homo_ha=-0.3229 smiles="C#CC[C@]1(CN)[C@@H](Br)OS(=O)(=O)[C@H](P(O)Br)[C@@]1(O)CCOCC(F)(F)F.ClCCCl.ClCCCl.ClCCCl.ClCCCl.ClCCCl.ClCCCl.ClCCCl.ClCCCl"
C 3.816 -0.877 1.358
C 3.446 0.252 0.586
C 2.821 1.504 -0.257
C 1.373 2.102 0.330
C 1.840 3.276 1.427
N 2.888 2.846 2.408
C 0.367 0.983 0.927
Br -0.043 1.190 2.918
O -0.988 0.916 0.308
S -0.743 0.501 -1.348
O -2.177 0.308 -1.957
O 0.046 -0.807 -1.566
C 0.012 2.041 -2.096
P 1.035 1.772 -3.683
O 1.899 0.266 -3.708
Br -0.565 1.672 -5.356
C 0.784 2.988 -0.952
O 1.935 3.562 -1.735
C -0.097 4.299 -0.550
C -1.371 4.072 0.432
O -2.457 3.477 -0.417
C -3.774 3.680 0.205
C -4.283 2.379 1.111
F -3.997 1.071 0.470
F -5.781 2.470 1.254
F -3.681 2.525 2.459
H 4.154 -1.730 2.116
H 3.635 2.375 -0.176
H 2.711 1.109 -1.379
H 2.341 4.142 0.774
H 0.940 3.780 1.977
H 2.793 1.869 2.750
H 3.847 2.914 1.951
H 0.748 -0.147 0.855
H -0.917 2.716 -2.429
H 2.675 0.308 -4.366
H 1.584 4.328 -2.304
H 0.539 5.205 -0.102
H -0.531 4.735 -1.574
H -1.746 5.146 0.777
H -1.187 3.411 1.379
H -3.859 4.627 0.889
H -4.591 3.785 -0.656
Cl 2.911 -2.965 -0.228
C 2.727 -4.687 -0.648
C 2.559 -5.563 0.583
Cl 4.049 -5.652 1.554
H 3.597 -4.987 -1.241
H 1.840 -4.764 -1.283
H 2.317 -6.587 0.280
H 1.753 -5.201 1.229
Cl 2.640 -8.037 3.417
C 2.486 -9.618 2.610
C 3.558 -9.831 1.553
Cl 3.341 -8.757 0.149
H 1.480 -9.684 2.183
H 2.575 -10.381 3.389
H 3.511 -10.857 1.177
H 4.561 -9.663 1.958
Cl -5.460 6.973 5.776
C -5.614 5.392 4.969
C -4.542 5.179 3.913
Cl -4.759 6.253 2.508
H -6.620 5.326 4.542
H -5.525 4.629 5.748
H -4.589 4.153 3.537
H -3.539 5.347 4.317
Cl -3.259 4.610 -3.399
C -4.996 4.253 -3.562
C -5.247 2.858 -4.112
Cl -4.751 2.708 -5.816
H -5.443 5.023 -4.198
H -5.432 4.342 -2.562
H -6.316 2.629 -4.072
H -4.714 2.095 -3.535
Cl 6.271 -7.337 -1.748
C 5.379 -8.119 -3.077
C 5.012 -7.138 -4.179
Cl 3.786 -5.959 -3.649
H 4.491 -8.600 -2.653
H 6.030 -8.902 -3.478
H 4.586 -7.677 -5.030
H 5.887 -6.582 -4.531
Cl 1.873 5.992 2.748
C 1.439 7.569 2.042
C -0.016 7.931 2.297
Cl -1.138 6.883 1.395
H 1.664 7.536 0.972
H 2.094 8.313 2.504
H -0.207 8.957 1.967
H -0.268 7.864 3.360
Cl -8.699 4.430 8.481
C -8.853 2.849 7.674
C -7.781 2.636 6.618
Cl -7.998 3.710 5.213
H -9.859 2.783 7.247
H -8.764 2.086 8.453
H -7.828 1.610 6.242
H -6.777 2.805 7.022
Cl 4.778 -10.194 -6.057
C 5.650 -9.980 -7.595
C 6.769 -8.956 -7.484
Cl 6.147 -7.302 -7.262
H 4.922 -9.699 -8.363
H 6.065 -10.956 -7.862
H 7.361 -8.951 -8.404
H 7.440 -9.182 -6.649

4.
9
Properties=species:S:1:pos:R:3 method="wB97M-V/def2-TZVPD" total_charge=0 lumo_ev=0.3 e_homo_ha=-0.4032 smiles=O.O.O
O 2.481 0.848 0.720
H 1.998 0.923 -0.110
H 2.056 0.106 1.155
O 0.419 -0.134 -1.198
H 0.083 -1.030 -1.113
H -0.377 0.408 -1.171
O -2.328 -0.289 0.205
H -2.218 0.318 0.942
H -2.113 -1.151 0.570

5.
6
Properties=species:S:1:pos:R:3 method="wB97M-V/def2-TZVPD" total_charge=0 lumo_ev="-2.1 / -2.0" e_homo_ha="-0.3608 / -0.3518"
C 1.606 -0.160 -0.330
C -1.106 0.284 0.543
F 0.407 2.365 -0.792
P 0.399 0.916 0.124
H 2.338 -0.680 0.283
H -1.779 0.385 -0.315

6.
118
Properties=species:S:1:pos:R:3 method="wB97M-V/def2-TZVPD" total_charge=0 lumo_ev=-2.3 e_homo_ha=-0.3549 smiles="O=C1C=CC(=O)C=C1.O=C1C=CC(=O)C=C1.O=C1C=CC(=O)C=C1.O=C1C=CC(=O)C=C1.O=C1C=CC(=O)C=C1.O=C1C=CC(=O)C=C1.O=C1C=CC(=O)C=C1.O=C1C=CC(=O)C=C1.O=C1C=CC(=O)C=C1.CC(C)=O"
C -1.901 -0.505 0.422
C -1.281 0.048 -0.820
O -1.474 -0.477 -1.910
C -0.291 1.163 -0.710
H -2.972 -0.167 0.377
H -1.365 -0.045 1.279
H -1.908 -1.585 0.445
H -0.468 1.898 0.097
H -0.213 1.738 -1.647
H 0.670 0.738 -0.560
C 4.556 0.382 -4.267
C 3.941 1.317 -3.571
C 2.456 1.274 -3.306
O 1.926 2.150 -2.630
C 1.777 -0.010 -3.683
C 2.416 -0.957 -4.395
C 3.830 -0.782 -4.845
O 4.295 -1.437 -5.773
H 5.624 0.410 -4.402
H 4.488 2.154 -3.159
H 0.752 -0.182 -3.350
H 1.869 -1.819 -4.770
C -1.308 2.155 -4.628
C -1.346 0.912 -5.062
C -0.607 0.469 -6.288
O -0.767 -0.641 -6.751
C 0.229 1.547 -6.859
C 0.283 2.791 -6.442
C -0.546 3.230 -5.273
O -0.566 4.378 -4.934
H -1.787 2.422 -3.671
H -1.978 0.129 -4.611
H 0.878 1.291 -7.707
H 0.765 3.600 -7.012
C 0.174 4.828 -0.683
C 0.394 5.651 -1.735
C 1.353 6.774 -1.794
O 1.564 7.445 -2.806
C 2.123 6.842 -0.518
C 1.966 5.994 0.515
C 0.959 4.898 0.580
O 0.862 4.160 1.568
H -0.544 4.022 -0.773
H -0.202 5.509 -2.635
H 2.903 7.579 -0.433
H 2.651 6.173 1.376
C -4.756 0.349 5.310
C -5.301 0.385 4.084
C -4.794 -0.381 2.898
O -5.347 -0.354 1.768
C -3.602 -1.178 3.243
C -3.042 -1.181 4.444
C -3.507 -0.358 5.601
O -2.948 -0.361 6.690
H -5.212 0.896 6.147
H -6.278 0.858 3.953
H -3.072 -1.695 2.443
H -2.194 -1.816 4.623
C 1.319 1.610 5.130
C 1.395 1.821 3.781
C 1.515 0.681 2.837
O 1.480 0.821 1.587
C 1.954 -0.603 3.436
C 1.848 -0.828 4.767
C 1.457 0.251 5.703
O 1.236 0.023 6.917
H 1.284 2.479 5.784
H 1.436 2.874 3.445
H 2.552 -1.293 2.825
H 2.098 -1.759 5.253
C 4.373 -2.863 -1.928
C 5.476 -2.188 -1.584
C 5.487 -1.052 -0.651
O 6.560 -0.604 -0.214
C 4.134 -0.601 -0.331
C 3.031 -1.306 -0.628
C 3.023 -2.531 -1.457
O 2.023 -3.023 -1.935
H 4.475 -3.808 -2.436
H 6.436 -2.518 -1.940
H 3.968 0.382 0.076
H 2.045 -0.925 -0.380
C 1.887 -5.338 3.644
C 1.875 -4.212 2.912
C 0.618 -3.759 2.188
O 0.659 -2.908 1.306
C -0.572 -4.589 2.484
C -0.513 -5.734 3.185
C 0.724 -6.210 3.791
O 0.733 -7.199 4.543
H 2.799 -5.656 4.130
H 2.796 -3.618 2.895
H -1.490 -4.255 2.026
H -1.346 -6.452 3.250
C -0.386 -4.657 -2.331
C -0.888 -4.123 -1.167
C -2.294 -4.151 -0.805
O -2.748 -3.742 0.265
C -3.171 -4.722 -1.857
C -2.715 -5.260 -3.009
C -1.239 -5.332 -3.341
O -0.775 -5.817 -4.371
H 0.667 -4.624 -2.627
H -0.219 -3.492 -0.575
H -4.209 -4.479 -1.707
H -3.402 -5.490 -3.803
C -2.467 3.141 3.288
C -2.066 3.026 2.014
C -3.055 3.130 0.912
O -2.705 3.211 -0.279
C -4.465 3.143 1.284
C -4.854 3.280 2.558
C -3.855 3.397 3.691
O -4.187 3.437 4.882
H -1.726 3.132 4.065
H -1.028 2.920 1.759
H -5.203 3.060 0.495
H -5.916 3.276 2.798

Please write out number 2 again, unchanged.
51
Properties=species:S:1:pos:R:3 method="wB97M-V/def2-TZVPD" total_charge=0 lumo_ev="0.5 / 0.5" spin_multiplicity=6 e_homo_ha="-0.2919 / -0.3082" s_squared=8.75
Mn 0.566 1.521 -0.342
Br 0.429 2.717 -2.526
Br 2.315 2.089 1.410
C -0.258 4.590 0.873
O -0.627 3.267 0.513
C -1.870 2.972 1.100
C -2.225 1.577 0.599
N -1.127 0.542 0.686
C -0.794 0.329 2.129
C -1.977 -0.353 2.824
O -2.492 -1.452 2.057
C -3.631 -1.922 2.794
H 0.816 4.709 0.727
H -0.252 4.861 1.929
H -0.744 5.355 0.267
H -2.587 3.787 0.990
H -1.670 2.962 2.171
H -2.520 1.705 -0.443
H -3.193 1.296 1.014
H -1.695 -0.254 0.435
H -0.423 1.228 2.620
H 0.070 -0.336 2.142
H -2.762 0.367 3.055
H -1.628 -0.778 3.765
H -4.460 -1.242 2.597
H -3.464 -1.987 3.869
H -3.789 -2.963 2.511
C 4.623 -2.814 -0.357
O 4.199 -1.527 -0.715
C 3.601 -1.548 -2.023
C 2.518 -0.419 -2.023
N 1.723 -0.316 -0.808
C 0.855 -1.509 -0.679
C -0.179 -1.734 -1.804
O -1.066 -0.564 -1.925
C -1.610 -0.466 -3.243
H 3.858 -3.580 -0.229
H 5.207 -2.819 0.563
H 5.253 -3.338 -1.076
H 3.150 -2.479 -2.366
H 4.440 -1.381 -2.698
H 1.916 -0.326 -2.927
H 3.217 0.418 -2.013
H 2.437 -0.460 -0.108
H 0.327 -1.461 0.273
H 1.363 -2.472 -0.619
H -0.792 -2.605 -1.575
H 0.398 -1.929 -2.708
H -0.936 0.005 -3.958
H -2.509 0.130 -3.086
H -2.002 -1.390 -3.667